Entry 1:
This record from the OMol25 dataset describes a molecular structure, C20H21F3IO4S2. The level of theory is ωB97M-V with the def2-TZVPD basis set.

- E_HOMO (hartree) = -0.108

Structure (ORCA input):
```
! RIJCOSX wB97M-V def2-TZVPD def2/J DEFGRID3
* xyz -1 1
C 0.4519 4.4816 4.1103
C -0.4680 3.5186 3.3446
C -1.6316 3.4862 4.2877
C -0.7586 3.9475 1.9250
C -1.9110 3.5666 1.1967
I -3.8249 2.9560 1.9653
C -1.9146 3.6463 -0.1942
C -0.8849 4.3090 -0.8640
C 0.1631 4.8793 -0.1116
C 0.2069 4.7254 1.2858
O 0.1724 2.2775 3.3122
S -0.5094 1.0396 1.9157
C 0.1720 -0.2582 2.9935
F -0.6210 -0.2551 4.0996
F 0.2183 -1.4915 2.4303
F 1.4327 0.0361 3.3655
H -0.0020 5.4925 4.1193
H 0.5926 4.1357 5.1457
H 1.4776 4.4858 3.7153
H -2.0005 4.5048 4.4219
H -2.4580 2.8427 3.9641
H -1.2820 3.0999 5.2553
H -2.7493 3.2634 -0.7785
H -0.9356 4.4324 -1.9517
H 0.9740 5.4321 -0.5993
H 1.0543 5.1602 1.8475
C 1.6963 2.4905 -3.4876
C 0.5903 1.5797 -3.0572
O 0.3732 1.7586 -1.5958
C -0.2617 0.6383 -1.1989
C -0.2987 0.1542 0.2735
S -1.8035 -0.8568 0.3336
C -3.3626 0.0099 -0.0824
C -3.5589 0.7314 -1.2497
C -4.8391 1.2221 -1.5756
C -5.9382 0.8920 -0.7809
C -5.7426 0.1423 0.3808
C -4.4617 -0.3016 0.7257
O -2.1025 -1.0065 1.7841
O -0.7994 -0.0753 -2.0532
H 1.6959 2.5435 -4.5842
H 1.6100 3.4930 -3.0544
H 2.6406 2.0260 -3.1847
H -0.3547 1.7709 -3.5998
H 0.8909 0.5286 -3.2023
H 0.6739 -0.4914 0.5265
H -2.7223 0.8737 -1.9211
H -4.9608 1.8348 -2.4672
H -6.9501 1.2146 -1.0807
H -6.5852 -0.1108 1.0376
H -4.3058 -0.8877 1.6239
*
```

=====

Entry 2:
This record from the OMol25 dataset describes a molecular structure, C20H43OP3PmSe. The level of theory is ωB97M-V with the def2-TZVPD basis set.

- expectation value of S² = 6.007
- E_HOMO (spin up / spin down) (hartree) = -0.597 / -0.597

Structure (ORCA input):
```
! RIJCOSX wB97M-V def2-TZVPD def2/J DEFGRID3
* xyz 3 5
Pm -0.1817 0.2242 -0.9928
P 0.8513 2.0087 1.2538
P 2.5919 -0.2637 -0.8349
P -2.2852 0.6139 0.7959
H -0.6371 -3.2707 -3.2076
C -1.3028 -2.4321 -2.9976
C -0.8472 -1.1623 -2.8041
H 0.2349 -0.9000 -2.9525
C 1.1795 1.2404 2.9001
C 2.4143 2.9301 0.9828
C -0.1841 3.4274 1.8001
C 2.8826 -1.7726 -1.8672
C 3.7010 0.9006 -1.7369
C 3.5457 -0.6980 0.6831
C -3.3811 -0.6505 0.0552
C -3.3621 2.0693 0.5169
C -2.4649 0.4007 2.5962
H -2.3403 -2.7049 -3.1548
H -1.6197 -0.3634 -2.6514
H 1.6045 2.0304 3.5368
H 1.8871 0.4059 2.8148
H 0.2448 0.8687 3.3430
H 2.5188 3.6300 1.8222
H 2.3575 3.5051 0.0502
H 3.2887 2.2698 0.9497
H 0.4319 4.0183 2.4897
H -1.0939 3.1032 2.3180
H -0.4551 4.0597 0.9473
H 3.9652 -1.9704 -1.8826
H 2.5258 -1.5931 -2.8934
H 2.3517 -2.6372 -1.4404
H 4.7269 0.5063 -1.7447
H 3.7108 1.8946 -1.2704
H 3.3583 0.9877 -2.7758
H 4.4885 -1.1844 0.3902
H 2.9514 -1.4034 1.2885
H 3.7816 0.2001 1.2740
H -4.3134 -0.6434 0.6304
H -2.9301 -1.6497 0.0819
H -3.6003 -0.4016 -0.9913
H -4.3546 1.8431 0.9282
H -3.4661 2.2632 -0.5586
H -2.9587 2.9739 0.9892
H -3.5326 0.2946 2.8341
H -2.0485 1.2622 3.1355
H -1.9294 -0.4949 2.9354
C -0.1652 -4.1476 1.5350
C -0.3359 -3.9171 0.1547
C -1.0024 -4.8496 -0.6361
C -1.4037 -6.0740 -0.0762
C -1.2775 -6.2952 1.3192
C -0.6326 -5.3430 2.1036
Se 0.7525 -2.9889 2.7754
H -0.5133 -2.3992 3.3017
H 0.0699 -3.0166 -0.3055
H -1.1962 -4.6411 -1.6954
H -1.8182 -6.8797 -0.6939
H -1.6725 -7.2046 1.7824
H -0.4959 -5.5107 3.1742
C 0.9878 4.0520 -2.2973
C -0.2875 3.3776 -2.0271
C -1.5006 4.1673 -1.7861
O -0.3235 2.1041 -1.9731
H 0.9353 4.5632 -3.2699
H 1.8324 3.3444 -2.3322
H 1.1849 4.7969 -1.5114
H -2.3955 3.6262 -2.1080
H -1.6286 4.3775 -0.7050
H -1.4195 5.1222 -2.3160
*
```

=====

Entry 3:
This record from the OMol25 dataset describes 2 unconnected molecules or ions with the total composition C4H10NO3. The level of theory is ωB97M-V with the def2-TZVPD basis set.

- E_HOMO (hartree) = -0.128

Structure (ORCA input):
```
! RIJCOSX wB97M-V def2-TZVPD def2/J DEFGRID3
* xyz -1 1
O -1.1622 1.8683 -1.6371
C -0.9200 1.0835 -0.7253
N -0.1238 1.3192 0.3310
C 0.1575 0.2726 1.4114
O 1.3811 0.4849 1.8700
C -1.8228 -0.2295 -0.7587
C -1.3243 -1.2872 -1.7005
H 0.6951 1.9083 0.3055
H -0.0773 -0.7952 1.1590
H -0.6676 0.3453 2.1595
H -1.7771 -0.6551 0.2466
H -2.8172 0.0892 -1.0103
H -1.9223 -2.1806 -1.8083
H -0.2797 -1.6472 -1.4781
H -1.3007 -0.8086 -2.7063
H 3.9248 -0.6236 1.6806
H 3.6135 0.6972 1.2938
O 4.4229 0.1584 1.3672
*
```

=====

Entry 4:
This record from the OMol25 dataset describes a molecular structure, C34H66N12O4S3SeV. The level of theory is ωB97M-V with the def2-TZVPD basis set.

- expectation value of S² = 3.761
- E_HOMO (spin up / spin down) (hartree) = -0.212 / -0.236

Structure (ORCA input):
```
! RIJCOSX wB97M-V def2-TZVPD def2/J DEFGRID3
* xyz 0 4
V -1.1324 0.5489 -1.0042
C -0.6755 -5.0536 0.8481
N -1.4468 -4.0471 0.1402
C -1.1618 -3.8876 -1.2728
C -2.0923 -3.0229 0.7832
N -2.2336 -1.8612 0.2314
C -3.3965 -1.0868 0.6557
C -4.0648 -0.5109 -0.5810
N -3.2656 0.5097 -1.2896
C -3.3322 0.3111 -2.7572
C -2.4108 -0.8158 -3.1882
N -1.0334 -0.5920 -2.7172
C -0.0603 -0.9005 -3.5036
N -0.2095 -1.5875 -4.6917
C 0.5078 -1.0998 -5.8560
C -0.9392 -2.8234 -4.8334
N 1.2481 -0.5688 -3.1262
C 1.8117 0.7317 -3.4730
C 2.1997 -1.6575 -3.2158
C -3.7088 1.8734 -0.9235
C -3.3760 2.1751 0.5261
N -2.0123 1.7599 0.8906
C -1.3761 2.4997 1.7446
N -1.6598 3.8264 1.9957
C -1.7374 4.3536 3.3370
C -1.8607 4.7757 0.9168
N -0.3449 1.9633 2.4714
C -0.2483 0.5275 2.6581
C 0.6622 2.7886 3.1091
N -2.6586 -3.3735 2.0063
C -3.3516 -4.6220 2.2188
C -2.5918 -2.4751 3.1306
H 0.3853 -4.9573 0.6118
H -1.0129 -6.0583 0.5769
H -0.7935 -4.9287 1.9208
H -0.6110 -4.7635 -1.6143
H -2.0966 -3.8214 -1.8318
H -0.5776 -2.9930 -1.4820
H -3.1138 -0.2864 1.3411
H -4.1383 -1.7129 1.1642
H -5.0395 -0.0778 -0.3248
H -4.2514 -1.3412 -1.2640
H -3.0334 1.2347 -3.2481
H -4.3596 0.0788 -3.0676
H -2.4426 -0.8825 -4.2761
H -2.7629 -1.7615 -2.7660
H 0.6514 -0.0245 -5.7763
H -0.1133 -1.2770 -6.7359
H 1.4695 -1.6007 -6.0156
H -1.4548 -3.0684 -3.9104
H -0.2579 -3.6504 -5.0687
H -1.6832 -2.7587 -5.6337
H 1.0209 1.4393 -3.6903
H 2.4580 0.6399 -4.3568
H 2.4039 1.1144 -2.6422
H 1.7664 -2.5803 -2.8264
H 3.0582 -1.4105 -2.5875
H 2.5745 -1.8361 -4.2329
H -4.7915 1.9665 -1.0878
H -3.2120 2.5736 -1.5906
H -4.0703 1.6302 1.1797
H -3.5693 3.2336 0.6973
H -1.7141 3.5444 4.0649
H -2.6835 4.8894 3.4609
H -0.9251 5.0539 3.5653
H -1.7656 4.2796 -0.0499
H -1.1007 5.5624 0.9712
H -2.8458 5.2498 0.9863
H -0.5777 -0.0104 1.7725
H -0.8415 0.1996 3.5219
H 0.7946 0.2598 2.8292
H 0.7681 3.7330 2.5788
H 1.6185 2.2676 3.0665
H 0.4412 2.9983 4.1613
H -3.3426 -5.2121 1.3060
H -4.3941 -4.4369 2.4994
H -2.8909 -5.2143 3.0186
H -2.0033 -1.6014 2.8644
H -2.1158 -2.9698 3.9859
H -3.5830 -2.1351 3.4522
C 4.7857 -3.5235 0.9894
N 4.0086 -3.5215 2.2164
C 4.4794 -3.9530 3.4439
C 3.4743 -3.8063 4.3253
N 2.3980 -3.2860 3.6291
C 1.1058 -2.9802 4.2148
C 2.7217 -3.1044 2.3228
Se 1.6494 -2.4067 0.9963
H 5.2795 -4.4869 0.8761
H 5.5306 -2.7285 1.0092
H 4.1015 -3.3593 0.1607
H 5.4808 -4.3225 3.5734
H 3.4248 -4.0198 5.3778
H 0.7314 -3.8511 4.7513
H 0.4292 -2.7231 3.4033
H 1.1886 -2.1346 4.8975
C 3.9155 6.8460 0.4975
C 3.5038 5.3998 0.5510
C 3.9093 4.5793 1.6011
C 3.5229 3.2480 1.6514
C 2.7389 2.7302 0.6297
C 2.3276 3.5206 -0.4311
C 2.7073 4.8540 -0.4534
S 2.2911 1.0093 0.7401
C 3.7243 0.3702 -0.1273
O 1.1177 0.7502 -0.1565
H 4.4198 7.1495 1.4145
H 3.0511 7.4947 0.3515
H 4.5970 7.0242 -0.3364
H 4.5177 4.9913 2.3980
H 3.8189 2.6257 2.4901
H 1.6784 3.1150 -1.2021
H 2.3645 5.4774 -1.2721
H 3.5467 -0.6945 -0.2661
H 3.8292 0.8900 -1.0772
H 4.5973 0.5434 0.5035
O -2.7255 3.3952 -3.7401
S -1.3114 3.0520 -3.8695
O -0.4622 4.1232 -4.3498
O -1.1244 1.7804 -4.5883
S -0.6349 2.6964 -1.8933
*
```

=====

Entry 5:
This record from the OMol25 dataset describes CH2N2 in the gas phase. The level of theory is ωB97M-V with the def2-TZVPD basis set.

- E_HOMO (hartree) = -0.378
- SMILES = N#CN

Structure (ORCA input):
```
! RIJCOSX wB97M-V def2-TZVPD def2/J DEFGRID3
* xyz 0 1
N -1.8922 0.0018 -0.0903
C -0.7504 -0.0016 0.0059
N 0.5576 -0.0017 0.1839
H 1.0409 0.8538 -0.0444
H 1.0441 -0.8523 -0.0551
*
```

=====

Entry 6:
This record from the OMol25 dataset describes 2 unconnected molecules or ions with the total composition Cl2H3PSi. The level of theory is ωB97M-V with the def2-TZVPD basis set.

- E_HOMO (hartree) = -0.324
- SMILES = [H]/P=[SiH]/Cl.Cl

Structure (ORCA input):
```
! RIJCOSX wB97M-V def2-TZVPD def2/J DEFGRID3
* xyz 0 1
H -0.9019 1.4687 -0.3546
P 0.0650 1.1456 -1.1533
Si 1.5483 2.2598 -0.1779
Cl 3.5287 2.0952 -0.8618
H 1.8782 3.5748 0.5175
Cl -1.2939 -1.3913 2.2819
H -0.6318 -0.9922 3.4354
*
```

=====

no.,largest force on an atom (eV/Å)
1,3.61
2,3.14
3,2.54
4,1.81
5,1.08
6,3.67